59
Properties=species:S:1:pos:R:3:forces:R:3:lowdin_spin:R:1 method="wB97M-V/def2-TZVPD" gap_ha="0.3318 / 0.1432" max_force_ev_per_a=12.5 charge=+1 de_lowest_kcal_mol=24.7 e_lumo_ev="-4.462 / -9.500" e_homo_ev="-13.49 / -13.40" s_squared=0.76 spin_multiplicity=2
Pb 0.787060 0.421049 -1.138933 -0.312 -1.112 0.691 0.172
N 2.051462 -1.590604 -1.590692 0.722 1.675 -4.609 0.070
S 2.146726 -2.962765 -0.951738 0.138 -7.313 7.649 0.001
O 3.405142 -3.706331 -0.856942 -2.718 1.456 -1.780 0.024
O 0.824489 -3.633398 -0.991651 2.946 0.725 -0.568 0.007
F 2.180787 -2.415484 0.529717 -0.681 1.006 1.061 0.001
S 2.048333 -2.233865 -3.162927 2.053 0.892 -6.554 0.000
O 0.801619 -2.637735 -3.753219 0.698 0.715 1.732 0.001
O 3.249599 -2.983799 -3.539268 -2.552 1.505 1.832 0.010
F 2.325148 -0.795746 -3.898296 -0.294 -0.567 1.120 -0.001
N -0.076159 2.681363 -1.428257 3.286 1.641 -1.232 0.108
S 0.485872 4.167617 -1.966398 4.362 2.467 -5.889 0.003
O 0.592291 5.193902 -1.004469 -0.189 -0.698 0.675 0.008
O 0.024975 4.517672 -3.315960 0.358 -1.481 3.069 0.012
F 2.010787 3.698178 -2.281471 -1.312 -0.071 0.843 0.000
S -1.450753 3.235210 -1.089652 -11.524 0.363 4.775 0.005
O -2.431234 3.501978 -2.139928 2.886 -0.044 0.784 0.015
O -1.681028 3.961815 0.178097 1.881 -1.076 -2.884 0.010
F -2.012517 1.789609 -0.615637 0.487 -1.071 0.048 0.000
O -0.020335 0.841559 -3.556501 0.270 -0.050 0.857 0.052
H -0.418458 1.667682 -3.282209 -0.280 0.706 -0.140 0.000
H -0.419833 0.652897 -4.405649 0.010 -0.546 -0.485 0.002
O 3.126412 1.258441 -1.785831 -0.579 -0.424 0.185 0.056
H 3.808941 1.876392 -1.524070 0.052 0.574 0.293 0.001
H 3.579788 0.618289 -2.334362 0.121 -0.495 -0.402 0.000
C -0.630197 1.456244 2.447077 -1.695 0.253 -0.355 0.002
C 0.802642 1.127143 2.427546 0.940 0.450 1.657 0.015
C 1.334633 0.657065 3.902312 1.343 0.570 -1.965 0.027
O 2.742643 0.445989 3.740668 -0.738 0.700 -1.997 0.001
C 3.288353 -0.215249 4.806255 0.845 -0.674 2.342 0.001
N 1.093404 0.079806 1.451734 0.461 -0.019 0.754 0.174
H -1.245345 0.585458 2.220349 -0.038 -0.353 0.609 0.000
H -0.952109 2.132915 1.655505 0.384 0.371 -0.001 0.001
H -0.935268 1.916724 3.386758 -0.076 -0.152 -0.027 0.000
H 1.361345 2.015253 2.132225 0.354 -0.026 0.352 0.002
H 0.943020 -0.278757 4.301047 -0.813 0.064 -0.249 0.000
H 1.222176 1.483539 4.604026 -0.527 0.041 0.001 0.003
H 4.293933 0.100825 5.083745 0.041 0.589 -0.504 0.000
H 3.409476 -1.293951 4.707093 -0.568 -0.244 -0.380 0.000
H 2.678676 0.011302 5.680944 0.077 -0.342 0.387 0.000
H 2.046609 -0.175163 1.667346 1.065 0.015 -0.583 0.001
H 0.642709 -0.715159 1.881861 -0.787 -0.838 -0.748 0.004
C -2.356277 -1.811236 -2.435706 -0.646 -0.553 -0.385 0.002
C -2.312505 -1.345153 -1.003497 -1.889 1.039 -1.603 0.019
C -3.330087 -2.184060 -0.197349 1.430 -0.862 0.638 0.021
O -3.216998 -2.004765 1.199552 0.356 0.698 -0.734 0.013
C -3.774120 -0.793480 1.701705 -1.050 -0.489 1.185 0.001
N -0.904422 -1.431738 -0.560462 -2.390 0.065 0.900 0.144
H -3.357638 -1.716476 -2.855716 -0.024 0.524 -0.011 0.000
H -2.223813 -2.891599 -2.493739 0.736 -0.082 -0.113 0.000
H -1.640985 -1.256967 -3.043353 -0.042 -0.294 -0.125 0.000
H -2.798778 -0.370170 -1.036074 1.023 0.657 0.529 0.003
H -3.040424 -3.213197 -0.409640 -0.215 -0.373 0.364 0.000
H -4.353782 -2.066314 -0.552714 0.034 0.459 -0.146 0.003
H -3.986964 -1.054578 2.738351 -0.096 0.242 0.088 0.000
H -4.733239 -0.539155 1.250583 -0.039 -0.187 -0.318 0.000
H -3.197492 0.130397 1.746969 0.679 -0.259 -0.621 0.001
H -0.807926 -2.429630 -0.682975 1.663 -0.622 -0.987 0.005
H -1.000365 -1.479788 0.443820 0.375 0.859 0.975 0.003